No. 1
The following is a DFT calculation (ωB97M-V/def2-TZVPD) of an isolated molecule of C8H14N4O3 at a distorted geometry.

```
29
C8H14N4O3 | OMol25 | ωB97M-V/def2-TZVPD
C -0.95 0.16 -0.42
C -0.36 0.25 1.05
C 0.43 -0.57 0.07
C 1.68 0.29 -0.15
C -1.18 -0.01 2.27
C -3.37 -0.05 -0.65
C 2.09 0.60 -1.61
C 2.89 -0.34 0.56
N 0.29 1.50 1.16
N 1.35 1.55 0.53
N -0.90 1.24 -1.32
N 0.48 -1.97 0.01
O -2.02 -0.69 -0.69
O -0.38 -2.55 0.64
O 1.38 -2.47 -0.65
H -1.91 0.84 2.40
H -0.36 -0.18 3.09
H -1.83 -0.90 2.13
H -3.58 0.38 -1.62
H -3.31 0.66 0.31
H -3.97 -0.88 -0.41
H 2.22 1.64 -1.69
H 1.39 0.15 -2.33
H 3.03 0.06 -1.78
H 3.70 0.29 0.61
H 3.20 -1.27 0.09
H 2.63 -0.42 1.70
H -1.07 0.85 -2.26
H -1.56 1.85 -1.02
```

Gap between HOMO and LUMO (alpha / beta) = 6.66 / 7.20 eV
Total charge = 0
Energy above the lowest of the compared OMol25 structures with the same formula, charge and spin = 351.73 kJ/mol
Spin multiplicity = 3

No. 2
The following is a DFT calculation (ωB97M-V/def2-TZVPD) of the ion C8H14NO with charge +1 at a distorted geometry.

```
24
C8H14NO | OMol25 | ωB97M-V/def2-TZVPD
C 1.63 2.09 0.08
N 1.64 0.68 -0.11
O 2.80 0.01 -0.05
C 2.62 -1.27 0.03
C 1.27 -1.63 0.09
C 0.47 -0.54 0.04
C -0.97 -0.25 -0.02
C -1.72 -1.58 0.18
C -1.31 0.32 -1.41
C -1.37 0.74 1.08
H 2.58 2.48 -0.29
H 0.82 2.53 -0.49
H 1.53 2.35 1.14
H 3.50 -1.89 0.04
H 0.94 -2.65 0.18
H -2.78 -1.40 0.07
H -1.42 -2.32 -0.56
H -1.54 -1.98 1.17
H -0.73 1.22 -1.63
H -1.12 -0.42 -2.18
H -2.37 0.58 -1.43
H -1.07 1.76 0.84
H -2.46 0.73 1.18
H -0.95 0.46 2.04
```

Gap between HOMO and LUMO = 9.61 eV
Total charge = +1
Energy above the lowest of the compared OMol25 structures with the same formula, charge and spin = 290.94 kJ/mol
Structure (SMILES) = C[n+]1occc1C(C)(C)C

No. 3
The following is a DFT calculation (ωB97M-V/def2-TZVPD) of a cluster of 2 separate species, C8H14NO2 in total at a distorted geometry.

```
25
C8H14NO2 | OMol25 | ωB97M-V/def2-TZVPD
C -3.44 -1.65 -0.20
C -2.19 -1.56 0.36
C 3.78 -0.90 -0.11
C -0.18 -0.42 1.28
C -1.49 -0.40 0.66
C 1.76 0.29 0.36
C -1.58 1.16 -1.27
C -1.90 0.95 0.23
N 2.11 1.51 0.35
O 4.31 0.20 -0.76
O 2.58 -0.74 0.49
H -3.66 -2.63 -0.38
H -3.93 -0.83 -0.86
H -1.68 -2.50 0.60
H 4.31 -1.85 -0.10
H 0.09 0.24 1.98
H 0.14 -1.41 1.43
H -2.38 1.03 -2.00
H -0.73 0.33 -1.49
H -0.98 2.10 -1.45
H -2.97 1.09 0.42
H -1.41 1.85 0.75
H 1.42 2.17 -0.07
H 2.83 1.91 0.91
H 5.19 0.06 -1.18
```

Gap between HOMO and LUMO (alpha / beta) = 7.37 / 5.95 eV
Total charge = +1
Energy above the lowest of the compared OMol25 structures with the same formula, charge and spin = 667.24 kJ/mol

No. 4
The following is a DFT calculation (ωB97M-V/def2-TZVPD) of a structure of composition C8H14NO3P at a distorted geometry.

```
27
C8H14NO3P | OMol25 | ωB97M-V/def2-TZVPD
C 2.99 -0.48 -0.19
C -1.29 -2.25 -0.23
C -1.22 -0.93 0.06
C 3.05 -0.39 1.34
C 2.85 -1.85 1.14
C -2.63 -3.00 -0.28
C 1.07 3.13 -0.81
C -0.10 2.54 -1.56
N 2.51 -1.88 -0.13
O 3.14 0.21 -1.18
O 0.18 -0.76 -2.04
O -0.62 1.44 -0.73
P 0.24 -0.02 -0.56
H -0.33 -2.71 -0.53
H -2.16 -0.38 0.44
H 3.92 0.12 1.79
H 2.16 0.11 1.72
H 2.58 -2.57 1.92
H -2.61 -3.52 -1.18
H -3.55 -2.37 -0.23
H -2.81 -3.72 0.52
H 1.09 4.21 -1.03
H 1.00 2.78 0.30
H 2.00 2.71 -1.24
H 0.22 2.23 -2.53
H -1.05 3.16 -1.80
H 1.13 -0.74 -2.35
```

Gap between HOMO and LUMO = 8.19 eV
Total charge = 0
Energy above the lowest of the compared OMol25 structures with the same formula, charge and spin = 258.10 kJ/mol

No. 5
The following is a DFT calculation (ωB97M-V/def2-TZVPD) of a cluster of 2 separate species, C8H14NP in total at a distorted geometry.

```
24
C8H14NP | OMol25 | ωB97M-V/def2-TZVPD
C 2.93 -1.08 1.37
C 2.29 -1.08 0.16
C 2.49 -1.93 -1.06
N 1.30 -0.22 -0.01
C 1.21 1.03 -0.11
C 2.32 2.04 -0.07
H 2.60 -0.49 2.27
H 3.84 -1.67 1.38
H 3.00 -2.90 -0.83
H 3.28 -1.39 -1.80
H 1.46 -2.14 -1.46
H 0.14 1.38 -0.13
H 2.33 2.63 -0.97
H 3.20 1.62 0.41
H 1.98 2.90 0.64
C -5.19 0.24 -0.07
C -3.82 0.33 -0.58
C -2.77 -0.27 -0.08
P -1.41 -1.07 0.45
H -5.35 -0.63 0.50
H -5.77 0.52 -0.92
H -5.44 1.06 0.78
H -3.72 1.23 -1.21
H -0.88 -0.10 1.33
```

Gap between HOMO and LUMO = 8.57 eV
Total charge = 0
Energy above the lowest of the compared OMol25 structures with the same formula, charge and spin = 338.43 kJ/mol
Structure (SMILES) = C=C(C)/N=C\C.CC=C=P

No. 6
The following is a DFT calculation (ωB97M-V/def2-TZVPD) of a cluster of 2 separate species, C8H14O in total at a distorted geometry.

```
23
C8H14O | OMol25 | ωB97M-V/def2-TZVPD
C -2.98 -2.07 -0.06
C -2.44 -0.97 -0.41
C -1.99 0.22 -0.59
C -1.61 0.68 -2.07
C -1.52 1.15 0.44
H -4.02 -2.33 -0.07
H -2.40 -3.04 -0.08
H -2.40 1.33 -2.49
H -0.64 1.25 -2.18
H -1.63 -0.21 -2.62
H -0.43 1.23 0.40
H -1.76 0.87 1.39
H -1.76 2.24 0.24
C 3.47 0.78 -0.51
C 2.26 0.13 0.15
C 1.91 -1.36 -0.29
O 1.48 0.79 0.68
H 3.34 1.81 -0.71
H 4.36 0.68 0.18
H 3.79 0.23 -1.33
H 2.39 -2.00 0.43
H 2.26 -1.55 -1.30
H 0.83 -1.45 -0.18
```

Gap between HOMO and LUMO = 9.54 eV
Total charge = 0
Energy above the lowest of the compared OMol25 structures with the same formula, charge and spin = 242.61 kJ/mol
Structure (SMILES) = C=C=C(C)C.CC(C)=O

No. 7
The following is a DFT calculation (ωB97M-V/def2-TZVPD) of an isolated molecule of C8H14O at a distorted geometry.

```
23
C8H14O | OMol25 | ωB97M-V/def2-TZVPD
C 3.48 -0.31 -1.18
C 2.55 0.14 -0.32
C 1.04 -0.30 -0.41
C 0.07 0.60 0.29
C 0.31 1.74 0.97
C -1.44 0.04 0.23
C -1.80 -0.66 1.55
C -1.77 -0.89 -0.95
O -2.31 1.17 0.10
H 3.22 -0.99 -1.99
H 4.52 -0.01 -1.10
H 2.89 0.80 0.47
H 0.99 -1.30 0.01
H 0.79 -0.33 -1.48
H 1.29 2.18 1.07
H -0.50 2.26 1.47
H -2.87 -0.91 1.57
H -1.63 0.01 2.40
H -1.23 -1.57 1.69
H -1.54 -0.41 -1.91
H -1.23 -1.84 -0.89
H -2.84 -1.13 -0.97
H -1.97 1.71 -0.63
```

Gap between HOMO and LUMO = 10.27 eV
Total charge = 0
Energy above the lowest of the compared OMol25 structures with the same formula, charge and spin = 93.77 kJ/mol
Structure (SMILES) = C=CCC(=C)C(C)(C)O

No. 8
The following is a DFT calculation (ωB97M-V/def2-TZVPD) of an isolated molecule of C8H14O at a distorted geometry.

```
23
C8H14O | OMol25 | ωB97M-V/def2-TZVPD
C 1.10 -1.44 -0.75
C 1.16 0.90 -0.73
C 1.87 -2.64 -0.32
C -0.34 -1.49 -0.96
C -0.67 2.54 -0.42
C -1.69 0.91 1.83
C 0.00 1.25 -0.03
C -0.52 0.49 1.00
O 1.76 -0.30 -0.75
H 1.74 1.65 -1.24
H 0.11 -0.27 1.44
H 1.68 -3.49 -0.98
H 1.60 -2.95 0.69
H 2.93 -2.42 -0.34
H -0.69 -2.51 -1.11
H -0.90 -1.02 -0.09
H -0.62 -0.85 -1.81
H -0.83 3.17 0.45
H -1.65 2.33 -0.86
H -0.07 3.08 -1.15
H -1.41 1.71 2.52
H -2.50 1.28 1.21
H -2.06 0.07 2.42
```

Gap between HOMO and LUMO (alpha / beta) = 7.08 / 7.44 eV
Total charge = 0
Energy above the lowest of the compared OMol25 structures with the same formula, charge and spin = 276.77 kJ/mol

No. 9
The following is a DFT calculation (ωB97M-V/def2-TZVPD) of an isolated molecule of C8H14O.

```
23
C8H14O | OMol25 | ωB97M-V/def2-TZVPD
C 0.13 1.69 1.72
C -0.28 0.44 1.64
C -1.08 -0.14 0.50
C -2.14 -1.11 1.04
O -1.72 0.85 -0.29
C -0.04 -0.89 -0.31
C 0.91 -0.36 -1.07
C 1.03 1.09 -1.41
C 2.01 -1.22 -1.63
H 0.74 2.04 2.54
H -0.15 2.43 0.99
H 0.01 -0.28 2.39
H -2.85 -0.57 1.66
H -1.68 -1.89 1.64
H -2.68 -1.57 0.21
H -2.30 1.35 0.29
H -0.02 -1.95 -0.11
H 0.06 1.58 -1.35
H 1.43 1.21 -2.42
H 1.71 1.58 -0.71
H 1.88 -2.26 -1.36
H 2.97 -0.87 -1.24
H 2.05 -1.14 -2.72
```

Gap between HOMO and LUMO = 9.72 eV
Total charge = 0
Energy above the lowest of the compared OMol25 structures with the same formula, charge and spin = 64.75 kJ/mol
Structure (SMILES) = C=C[C@@](C)(O)C=C(C)C

Question: Look up the total charge of the ninth one.
Answer: 0

Question: What is the total charge in the seventh record?
Answer: 0